Entry 1:
{"formula": "C18H44As3BIrN3O2S", "method": "the ωB97M-V functional and the def2-TZVPD basis", "gap_ev": [6.733, 5.100], "multiplicity": 5, "total_charge": 2, "elements": ["Ir", "N", "N", "C", "N", "S", "H", "H", "H", "H", "H", "C", "As", "C", "C", "C", "C", "C", "As", "C", "C", "C", "As", "C", "C", "H", "H", "H", "H", "H", "H", "H", "H", "H", "H", "H", "H", "H", "H", "H", "H", "H", "H", "H", "H", "H", "H", "H", "H", "H", "H", "H", "C", "C", "C", "O", "B", "O", "C", "C", "C", "H", "H", "H", "H", "H", "H", "H", "H", "H", "H", "H", "H"], "coordinates": [[0.6742, 0.7507, -1.1647], [3.5376, 0.5495, -1.5746], [4.0069, 1.8020, -1.9459], [3.1687, 2.8060, -2.2213], [3.7147, 3.9563, -2.6256], [1.4623, 2.7312, -2.1274], [4.0555, 0.1850, -0.7872], [3.5513, -0.1179, -2.3373], [4.9887, 1.9180, -2.1612], [4.7011, 4.0540, -2.8051], [3.1096, 4.7151, -2.8892], [-2.4487, 2.1286, -2.8139], [-1.7390, 1.0732, -1.3507], [-2.7848, -0.5540, -1.4997], [-2.5991, 2.0338, 0.1470], [-2.1707, 1.6893, 1.5919], [-2.3037, 0.1911, 1.8405], [-0.7635, 2.2261, 1.9074], [0.8034, 1.2417, 1.2121], [1.0537, -0.1747, 2.5208], [2.1827, 2.4933, 1.7603], [-3.1933, 2.4640, 2.4732], [-3.2745, 2.0686, 4.3776], [-1.6465, 1.7573, 5.3583], [-4.5264, 0.6595, 4.7524], [-3.5350, 2.1918, -2.7580], [-2.1603, 1.6508, -3.7485], [-2.0161, 3.1272, -2.7809], [-3.8414, -0.3512, -1.3241], [-2.4153, -1.3138, -0.8159], [-2.6497, -0.9317, -2.5122], [-3.6745, 1.8653, 0.0322], [-2.4162, 3.0950, -0.0426], [-1.6526, -0.3767, 1.1729], [-3.3255, -0.1519, 1.6611], [-2.0185, -0.0900, 2.8599], [-0.6077, 2.3248, 2.9870], [-0.6651, 3.2311, 1.4868], [1.0642, 0.2306, 3.5334], [2.0178, -0.6418, 2.3205], [0.2853, -0.9380, 2.4247], [2.0996, 2.7383, 2.8186], [2.0938, 3.3974, 1.1598], [3.1562, 2.0409, 1.5769], [-4.2161, 2.2436, 2.1554], [-3.0432, 3.5405, 2.3754], [-0.9893, 2.6209, 5.2984], [-1.1580, 0.8784, 4.9315], [-1.9129, 1.5601, 6.3949], [-5.4233, 0.7990, 4.1539], [-4.7766, 0.6570, 5.8108], [-4.0420, -0.2833, 4.4879], [3.3373, -3.8765, -2.5163], [2.1795, -3.2681, -1.7514], [2.1578, -3.7825, -0.3194], [2.3761, -1.8207, -1.6670], [1.1302, -1.2338, -1.7330], [0.1482, -2.1253, -2.0790], [0.8004, -3.3764, -2.4651], [0.9041, -3.3589, -3.9829], [-0.0621, -4.5343, -2.0053], [4.2571, -3.7802, -1.9394], [3.4810, -3.3904, -3.4789], [3.1651, -4.9400, -2.6896], [3.0917, -3.5054, 0.1698], [2.0663, -4.8679, -0.2856], [1.3288, -3.3503, 0.2441], [1.5265, -2.5336, -4.3311], [-0.0937, -3.2332, -4.4021], [1.3195, -4.2912, -4.3651], [-0.2783, -4.4799, -0.9400], [0.4323, -5.4853, -2.2102], [-1.0059, -4.5278, -2.5498]], "forces_ev_per_angstrom": [[-0.12, -0.08, 0.31], [0.01, 0.17, -0.01], [0.01, 0.06, -0.02], [0.07, 0.05, -0.05], [-0.01, -0.05, 0.00], [0.18, 0.15, -0.18], [0.01, 0.00, 0.03], [0.03, 0.01, 0.04], [0.02, 0.01, 0.00], [0.00, 0.01, 0.01], [0.01, 0.01, -0.01], [0.00, 0.00, 0.03], [-0.12, 0.05, -0.06], [-0.02, 0.01, -0.04], [-0.04, -0.02, 0.03], [-0.07, 0.08, 0.00], [0.03, -0.15, 0.03], [0.11, -0.02, 0.02], [0.01, 0.09, 0.10], [0.05, -0.02, -0.01], [-0.02, -0.03, -0.01], [0.03, -0.04, -0.12], [-0.10, 0.09, 0.12], [0.02, -0.09, -0.09], [0.11, -0.09, -0.07], [0.00, 0.00, 0.00], [0.00, 0.00, 0.00], [-0.01, 0.00, -0.01], [0.01, 0.00, 0.00], [0.00, 0.00, 0.01], [0.02, 0.01, 0.00], [0.01, -0.01, 0.00], [-0.02, 0.00, -0.01], [0.00, 0.02, 0.00], [-0.01, 0.02, 0.01], [-0.02, 0.04, 0.00], [-0.02, -0.07, -0.06], [0.01, 0.01, 0.04], [-0.02, 0.01, 0.00], [0.00, 0.01, 0.00], [0.00, 0.01, -0.01], [-0.02, 0.00, 0.00], [0.01, 0.00, 0.00], [0.00, 0.00, -0.01], [0.00, 0.03, 0.00], [0.01, 0.00, 0.06], [-0.04, 0.02, 0.00], [0.02, 0.02, 0.03], [-0.03, 0.02, 0.00], [0.00, 0.03, 0.00], [0.02, 0.04, 0.01], [-0.05, -0.02, 0.01], [0.00, 0.00, 0.00], [0.04, -0.02, -0.02], [-0.01, -0.01, 0.03], [0.03, -0.19, -0.10], [-0.07, -0.14, -0.04], [-0.01, -0.06, 0.07], [-0.05, -0.03, -0.04], [0.00, 0.01, -0.01], [0.00, -0.02, -0.01], [0.00, 0.01, 0.01], [0.00, 0.00, -0.01], [-0.01, 0.00, 0.01], [0.00, 0.00, 0.00], [0.01, 0.00, -0.02], [0.00, 0.02, -0.01], [0.00, 0.01, 0.01], [0.00, 0.00, 0.00], [0.00, -0.01, 0.01], [0.00, 0.01, -0.01], [0.02, 0.00, 0.00], [0.00, 0.02, 0.00]], "nbo_charge": [0.232, -0.627, -0.418, 0.328, -0.756, -0.121, 0.385, 0.403, 0.390, 0.412, 0.431, -0.942, 1.014, -0.947, -0.725, -0.042, -0.640, -0.743, 1.030, -0.956, -0.950, -0.716, 1.423, -0.967, -0.964, 0.237, 0.256, 0.244, 0.228, 0.245, 0.262, 0.226, 0.237, 0.238, 0.229, 0.198, 0.207, 0.243, 0.223, 0.257, 0.240, 0.232, 0.248, 0.244, 0.258, 0.268, 0.271, 0.261, 0.279, 0.271, 0.279, 0.267, -0.632, 0.247, -0.634, -0.789, 0.742, -0.761, 0.246, -0.636, -0.631, 0.222, 0.223, 0.229, 0.221, 0.230, 0.205, 0.213, 0.227, 0.227, 0.216, 0.226, 0.227]}

***

Entry 2:
{"formula": "C18H44BeN4O8", "method": "the ωB97M-V functional and the def2-TZVPD basis", "gap_ev": 2.366, "total_charge": -2, "elements": ["Be", "O", "C", "C", "O", "H", "H", "H", "H", "O", "C", "C", "O", "H", "H", "H", "H", "C", "C", "C", "O", "C", "N", "H", "H", "H", "H", "H", "H", "H", "H", "H", "H", "H", "C", "C", "C", "O", "C", "N", "H", "H", "H", "H", "H", "H", "H", "H", "H", "H", "H", "C", "O", "N", "C", "C", "H", "H", "H", "H", "H", "H", "H", "C", "O", "N", "C", "C", "H", "H", "H", "H", "H", "H", "H"], "coordinates": [[-0.6530, -1.8518, 0.4029], [1.3490, -4.8857, 1.3180], [2.3227, -4.8548, 2.2948], [3.6015, -5.7732, 2.2977], [4.2329, -5.9851, 1.0798], [1.8436, -4.8155, 3.2731], [2.8225, -3.8872, 2.2470], [3.2881, -6.7469, 2.6743], [4.4155, -5.5397, 2.9839], [4.6291, -3.6077, -3.6455], [4.1749, -2.3565, -4.2360], [2.8786, -1.5333, -3.5734], [1.7897, -2.1488, -2.8720], [3.7655, -2.5408, -5.2292], [5.0439, -1.7540, -4.5008], [2.5179, -0.9196, -4.3988], [3.3517, -0.8774, -2.8425], [-1.3236, 2.4165, -2.2133], [-2.0986, 2.7088, -0.8693], [-3.4404, 3.5041, -1.1080], [-4.3717, 2.6633, -1.8187], [-5.6476, 3.2799, -2.0353], [-2.5185, 1.4627, -0.3314], [-1.1831, 3.3955, -2.6715], [-1.8979, 1.7822, -2.8885], [-0.4189, 1.8904, -1.9085], [-1.4581, 3.1982, -0.1355], [-3.3549, 4.4430, -1.6550], [-3.8292, 3.6883, -0.1064], [-6.1995, 2.6195, -2.7042], [-5.5576, 4.1312, -2.7100], [-6.3338, 3.4542, -1.2065], [-3.1666, 1.1689, -1.0481], [-2.9970, 1.8009, 0.4913], [1.0029, -0.7868, 5.8015], [0.2493, 0.4927, 5.3074], [0.9705, 1.8233, 5.0688], [0.0552, 2.8982, 4.8792], [0.5620, 3.8982, 4.0403], [-0.4639, 0.0860, 4.0639], [0.4829, -1.7446, 5.8213], [1.2741, -0.7526, 6.8567], [1.9339, -0.9503, 5.2588], [-0.5855, 0.6061, 5.9990], [1.6471, 1.6168, 4.2396], [1.6658, 1.9222, 5.9025], [1.1421, 3.6162, 3.1616], [1.2817, 4.4187, 4.6722], [-0.2194, 4.5830, 3.7109], [-0.5441, 1.0287, 3.7105], [-1.3893, -0.1021, 4.4221], [-4.5178, -2.6260, -3.0197], [-3.5734, -1.9802, -2.5610], [-5.2679, -2.1862, -4.0355], [-6.1504, -3.1553, -4.6528], [-5.0141, -0.9688, -4.8668], [-5.0391, -3.5063, -2.6128], [-5.7995, -3.6162, -5.5760], [-6.9708, -2.4742, -4.8791], [-6.3946, -3.9678, -3.9685], [-5.3472, -1.1349, -5.8912], [-5.3894, -0.0745, -4.3693], [-3.9393, -0.8278, -4.9810], [3.8945, 0.3216, 1.1754], [2.6962, 0.3749, 1.0154], [4.7495, 1.2700, 0.6614], [6.1280, 1.2288, 0.9839], [4.3762, 2.3077, -0.3813], [4.3998, -0.4611, 1.7621], [6.5712, 0.2335, 0.9535], [6.3573, 1.8439, 1.8541], [6.7933, 1.5878, 0.1987], [4.6215, 3.3254, -0.0778], [4.8430, 1.9962, -1.3158], [3.3300, 2.3059, -0.6871]], "forces_ev_per_angstrom": [[0.09, -0.11, 0.00], [2.01, -0.77, 1.58], [-2.54, 1.85, -1.65], [2.49, -2.32, -3.11], [-1.32, 0.53, 1.68], [0.08, -0.74, 0.88], [0.54, 0.68, -0.33], [-0.96, -0.62, 0.15], [-0.32, 1.33, 0.96], [-1.36, 3.92, -1.49], [0.76, -4.79, 0.95], [-2.46, -1.11, 2.68], [3.09, 1.13, -2.47], [-0.64, -0.52, -0.40], [0.14, 1.10, 0.81], [-0.06, 0.14, -0.54], [0.58, 0.27, 0.30], [-0.71, 0.84, 1.65], [-0.39, 0.20, -2.62], [0.47, -0.22, -0.05], [-0.66, 0.87, 0.44], [0.46, -0.89, -1.60], [0.55, -0.12, 0.53], [0.59, -0.16, -0.34], [-0.10, 0.00, 0.17], [0.15, 0.20, -0.44], [0.01, 0.45, -0.22], [0.21, 0.24, -0.05], [-0.29, 0.32, 0.17], [0.04, -0.59, 0.19], [0.23, 0.75, 0.53], [0.64, 0.21, 0.58], [-0.51, -0.95, 0.59], [-0.72, -1.15, 0.46], [1.15, 0.93, 0.66], [-1.38, -2.26, 0.32], [0.70, -1.83, 0.76], [-0.03, -1.48, -0.55], [0.92, 0.96, 0.62], [0.53, 1.19, 0.48], [-0.73, 0.40, -0.93], [0.30, 0.68, 0.29], [-0.05, -0.01, -0.23], [0.38, 0.75, 0.82], [-0.24, 0.47, -0.71], [-0.11, 0.86, 0.48], [-0.29, -0.82, -0.14], [0.17, 0.79, -0.17], [-0.17, -0.18, 0.27], [-0.75, -0.05, -1.38], [-0.40, -0.44, -0.62], [1.71, 2.49, 1.27], [-1.40, -1.55, -0.37], [-0.23, -0.03, -2.21], [-0.65, 1.14, -0.03], [1.22, -1.03, 0.91], [0.89, -0.39, 0.50], [0.38, 0.15, -0.13], [-0.95, -1.03, -0.33], [-0.28, 0.28, 0.06], [-0.57, 0.12, 0.28], [-0.32, -0.07, -0.26], [0.15, -0.02, 0.33], [-0.77, 1.02, -0.67], [0.24, -0.19, 0.23], [-0.68, 0.95, -1.31], [1.52, -0.03, -0.54], [-0.41, -1.57, 0.37], [0.08, 0.02, -0.05], [-0.53, -0.45, 1.13], [0.27, -0.40, 0.37], [-0.52, 0.83, -0.50], [0.35, -0.16, 0.09], [0.60, 0.35, 0.07], [-0.22, -0.36, 0.83]], "lowdin_charge": [0.110, -0.239, -0.401, -0.411, -0.233, 0.068, 0.088, 0.076, 0.067, -0.297, -0.348, -0.351, -0.275, 0.053, 0.052, 0.053, 0.062, -0.037, -0.429, -0.188, -0.211, -0.114, 0.040, 0.061, 0.073, 0.081, 0.130, 0.109, 0.107, 0.073, 0.078, 0.083, 0.066, 0.067, -0.061, -0.410, -0.205, -0.174, -0.125, 0.046, 0.073, 0.052, 0.073, 0.117, 0.128, 0.119, 0.089, 0.080, 0.084, 0.048, 0.064, -0.340, 0.006, -0.202, -0.089, -0.020, 0.128, 0.083, 0.081, 0.078, 0.077, 0.081, 0.088, -0.320, 0.002, -0.184, -0.124, -0.026, 0.139, 0.093, 0.080, 0.076, 0.072, 0.082, 0.075]}

***

Entry 3:
{"formula": "C18H44ClNO2P2V", "method": "the ωB97M-V functional and the def2-TZVPD basis", "gap_ev": [6.610, 7.157], "multiplicity": 2, "relative_energy_kcal_mol": 13.4, "total_charge": 0, "elements": ["V", "P", "C", "C", "C", "C", "H", "C", "H", "H", "H", "H", "H", "H", "H", "C", "C", "H", "H", "H", "H", "H", "H", "C", "H", "C", "H", "H", "H", "H", "H", "H", "Cl", "H", "H", "P", "C", "C", "C", "C", "H", "C", "H", "H", "H", "H", "H", "H", "H", "C", "C", "H", "H", "H", "H", "H", "H", "C", "H", "C", "H", "H", "H", "H", "H", "H", "O", "N", "O"], "coordinates": [[-0.2746, 0.0853, -0.0097], [-0.1212, 2.4667, 0.0099], [-0.0623, 3.2254, -1.6832], [-1.5721, 3.2968, 0.8601], [1.4870, 3.0150, 0.7693], [-0.8208, 2.4197, -2.7621], [1.0145, 3.1751, -1.8948], [-0.5261, 4.6948, -1.6993], [-1.6314, 4.7614, -1.7129], [-0.1548, 5.1437, -2.6186], [-0.1399, 5.2887, -0.8611], [-0.2412, 1.5693, -3.1213], [-1.0253, 3.0841, -3.6289], [-1.7801, 2.0336, -2.4117], [2.1986, 2.5790, 0.0526], [1.7855, 2.4026, 2.1559], [1.6467, 4.5394, 0.8443], [1.8564, 4.9641, -0.1377], [2.4983, 4.7399, 1.5013], [0.7580, 5.0159, 1.3034], [1.1699, 1.5486, 2.3691], [1.5957, 3.1099, 2.9974], [2.8278, 2.0487, 2.1816], [-2.8931, 2.8319, 0.2468], [-1.4249, 4.3635, 0.6222], [-1.5508, 3.1252, 2.3832], [-3.0478, 3.1681, -0.7823], [-3.7169, 3.1627, 0.8687], [-2.9515, 1.7025, 0.2675], [-1.3809, 2.0686, 2.6812], [-2.5325, 3.4026, 2.7745], [-0.8030, 3.7709, 2.8685], [-2.3035, -0.0077, 1.2183], [-0.8578, 0.1967, -1.4555], [1.2222, 0.3824, 0.4331], [0.3107, -2.4241, -0.4247], [2.1202, -2.8089, -0.4624], [-0.4437, -3.6572, 0.7574], [-0.2563, -2.7140, -2.1597], [3.0079, -1.9886, 0.4868], [2.3754, -2.5268, -1.4970], [2.3909, -4.3126, -0.2616], [2.3454, -4.5665, 0.8235], [3.4082, -4.5177, -0.6070], [1.7124, -4.9590, -0.8170], [3.1724, -0.9720, 0.1258], [3.9931, -2.4785, 0.6037], [2.5692, -1.9074, 1.4832], [0.4297, -2.0538, -2.7238], [-1.6943, -2.2363, -2.4474], [-0.0417, -4.1645, -2.6137], [1.0170, -4.3970, -2.7776], [-0.5646, -4.3200, -3.5729], [-0.4704, -4.8857, -1.8973], [-2.1170, -1.5941, -1.6672], [-2.3787, -3.0973, -2.5958], [-1.6983, -1.6411, -3.3629], [-0.0283, -3.4559, 2.1982], [-0.0352, -4.6379, 0.3912], [-1.9733, -3.6862, 0.6305], [0.9886, -3.7526, 2.3766], [-0.7376, -3.9533, 2.9070], [-0.2277, -2.4522, 2.5682], [-2.4022, -2.6504, 0.7870], [-2.3512, -4.3077, 1.4404], [-2.3288, -4.0955, -0.3194], [0.1016, -0.4716, 3.5716], [0.7620, -0.3316, 2.6162], [0.7968, -1.3570, 1.8099]], "forces_ev_per_angstrom": [[-1.00, -2.78, 2.86], [-0.02, 0.60, 0.50], [-0.17, -0.07, 0.08], [0.50, 0.35, -0.26], [-0.27, 0.39, 0.39], [0.04, 0.55, -0.41], [-0.14, 0.17, -0.17], [-0.14, -0.05, 0.05], [0.55, -0.04, 0.07], [-0.07, 0.14, -0.10], [-0.19, -0.19, -0.29], [-0.03, 0.04, 0.06], [0.16, -0.34, 0.43], [0.08, 0.11, 0.03], [-0.06, 0.23, 0.10], [-0.12, 0.57, 0.26], [0.09, -0.13, 0.07], [-0.12, 0.21, 0.11], [-0.06, 0.17, -0.16], [0.44, -0.18, -0.29], [0.06, -0.14, -0.03], [0.31, -0.21, -0.75], [-0.30, 0.26, 0.16], [-0.02, -1.31, -0.28], [-0.14, -0.26, 0.18], [0.25, -0.51, 0.22], [0.06, 0.13, 0.14], [-0.20, 0.32, 0.03], [-0.10, 1.82, -0.33], [-0.02, 0.68, -0.13], [0.05, 0.05, 0.01], [-0.15, -0.30, -0.19], [1.44, -0.90, -0.44], [0.02, 0.14, -0.65], [0.27, 0.49, -0.75], [-0.25, 1.34, 0.34], [0.10, -0.16, -0.21], [-0.11, -0.75, -0.82], [0.28, -0.66, 0.01], [0.60, -0.35, 0.25], [0.08, -0.20, 0.15], [0.30, 0.13, 0.50], [-0.03, 0.11, -0.80], [-0.05, -0.09, 0.09], [0.07, 0.01, 0.12], [-0.07, -0.03, -0.02], [-0.31, 0.15, -0.35], [0.35, -0.15, -0.43], [-0.16, -0.27, 0.22], [-0.34, -0.32, 0.06], [-0.30, -0.11, -0.61], [-0.24, 0.01, 0.12], [0.23, -0.05, 0.25], [0.17, 0.26, -0.23], [0.08, -0.21, -0.05], [0.38, 0.47, 0.15], [-0.08, -0.11, -0.03], [-2.44, -1.14, 1.67], [-0.43, 0.70, 0.35], [-0.27, 1.12, 0.19], [0.38, 0.08, 0.34], [0.62, -1.00, -0.80], [0.11, -0.96, -0.32], [0.41, -1.15, -0.25], [-0.13, -0.10, -0.05], [0.06, 0.15, 0.06], [-1.65, -0.28, 2.89], [1.33, -0.08, -2.29], [0.29, 3.66, -1.01]], "nbo_charge": [0.938, 0.981, -0.521, -0.502, -0.498, -0.600, 0.224, -0.615, 0.215, 0.220, 0.217, 0.216, 0.214, 0.220, 0.225, -0.647, -0.615, 0.207, 0.224, 0.207, 0.263, 0.208, 0.219, -0.647, 0.224, -0.620, 0.202, 0.218, 0.251, 0.241, 0.219, 0.210, -0.471, -0.290, -0.184, 0.975, -0.514, -0.509, -0.536, -0.609, 0.216, -0.615, 0.216, 0.217, 0.208, 0.205, 0.201, 0.261, 0.224, -0.607, -0.615, 0.213, 0.214, 0.208, 0.225, 0.215, 0.217, -0.625, 0.219, -0.620, 0.201, 0.200, 0.282, 0.232, 0.220, 0.202, -0.384, 0.338, -0.626]}

***

Number 1: electronic energy -224797.93898 eV. Number 2: electronic energy -42102.94456 eV. Number 3: electronic energy -81746.51273 eV.